# 1
This record from the OMol25 dataset describes a cluster of 8 separate species, C35H60B3F12N7O3 in total at a distorted geometry. The level of theory is wB97M-V/def2-TZVPD.

## Properties
net charge	+4
highest occupied orbital energy	-16.34	eV
DFT total energy	-88459.981	eV

Last column: Löwdin charge in e.
Cartesian coordinates (Å):
C (-15.61, -4.18, 1.09)  0.0291
C (-16.78, -4.07, 2.05)  -0.3143
O (-17.47, -3.03, 2.07)  0.1090
N (-17.01, -5.25, 2.94)  0.1296
H (-17.98, -5.53, 2.91)  0.1750
H (-16.52, -6.07, 2.58)  0.1739
C (-16.45, -4.94, 4.38)  0.0813
H (-15.53, -3.22, 0.58)  0.0790
H (-15.57, -4.89, 0.26)  0.1076
H (-14.63, -4.45, 1.48)  0.1143
H (-16.88, -4.05, 4.84)  0.0850
H (-15.39, -4.71, 4.36)  0.1214
H (-16.73, -5.73, 5.09)  0.1098
C (-23.17, -4.07, 8.20)  0.0856
N (-22.87, -3.50, 6.76)  -0.0475
C (-22.24, -4.30, 5.85)  -0.0039
C (-22.11, -3.90, 4.56)  0.0326
C (-22.45, -2.58, 4.15)  -0.1141
C (-23.15, -1.81, 5.07)  0.0754
C (-23.40, -2.30, 6.40)  0.0659
C (-22.20, -1.99, 2.82)  -0.1269
C (-23.00, -0.99, 2.26)  0.0601
C (-22.60, -0.36, 1.09)  0.0661
N (-21.41, -0.71, 0.49)  -0.0299
C (-20.61, -1.67, 1.01)  0.0248
C (-21.00, -2.28, 2.19)  0.0323
C (-21.11, -0.32, -0.89)  0.0452
H (-24.13, -3.69, 8.56)  0.1030
H (-22.42, -3.73, 8.92)  0.1105
H (-23.34, -5.14, 8.07)  0.1028
H (-21.92, -5.24, 6.28)  0.1464
H (-21.57, -4.56, 3.90)  0.1232
H (-23.53, -0.82, 4.86)  0.1346
H (-23.91, -1.68, 7.13)  0.1545
H (-23.95, -0.76, 2.72)  0.1375
H (-23.19, 0.46, 0.71)  0.1617
H (-19.71, -1.95, 0.49)  0.1326
H (-20.39, -3.10, 2.54)  0.1074
H (-20.92, -1.26, -1.41)  0.0846
H (-20.25, 0.34, -0.99)  0.1059
H (-22.04, 0.10, -1.27)  0.1147
C (-15.30, 0.88, -12.21)  0.0602
N (-15.21, 0.88, -10.71)  -0.0771
C (-14.03, 1.28, -10.19)  0.0383
C (-13.72, 1.03, -8.86)  0.0632
C (-14.75, 0.59, -8.00)  -0.0688
C (-16.01, 0.11, -8.60)  0.0773
C (-16.17, 0.27, -9.99)  0.0128
C (-14.52, 0.47, -6.50)  -0.1638
C (-13.87, 1.51, -5.87)  0.0677
C (-13.32, 1.28, -4.58)  0.0472
N (-13.69, 0.21, -3.89)  -0.0567
C (-14.47, -0.79, -4.42)  0.0654
C (-14.80, -0.67, -5.82)  0.0269
C (-13.34, 0.00, -2.45)  0.0578
H (-15.98, 0.07, -12.49)  0.1097
H (-14.33, 0.70, -12.67)  0.1160
H (-15.67, 1.88, -12.45)  0.1224
H (-13.30, 1.78, -10.82)  0.1615
H (-12.75, 1.32, -8.48)  0.1397
H (-16.75, -0.29, -7.93)  0.0907
H (-17.04, -0.15, -10.47)  0.1481
H (-13.63, 2.45, -6.34)  0.1404
H (-12.78, 2.03, -4.02)  0.1651
H (-14.62, -1.66, -3.81)  0.1459
H (-15.33, -1.51, -6.23)  0.1120
H (-13.92, 0.70, -1.85)  0.1230
H (-12.29, 0.27, -2.30)  0.1194
H (-13.47, -1.03, -2.14)  0.1110
C (-16.12, 2.13, 3.41)  0.0285
C (-16.31, 0.53, 3.45)  -0.2196
C (-17.29, 0.13, 4.50)  -0.1920
O (-17.70, -1.20, 4.29)  -0.1840
C (-18.76, -1.58, 5.13)  -0.1092
N (-16.69, -0.04, 2.07)  0.2473
H (-17.70, -0.08, 2.03)  0.1282
H (-16.16, 0.19, 1.23)  0.1283
H (-16.59, -1.03, 2.20)  0.0946
H (-15.71, 2.51, 4.34)  0.0911
H (-17.05, 2.69, 3.28)  0.0711
H (-15.51, 2.45, 2.56)  0.0799
H (-15.43, -0.09, 3.62)  0.1502
H (-18.15, 0.81, 4.50)  0.1340
H (-16.74, 0.22, 5.43)  0.1526
H (-18.81, -1.24, 6.16)  0.1040
H (-18.86, -2.66, 5.13)  0.0670
H (-19.73, -1.18, 4.81)  0.0704
C (-18.09, -1.55, -5.67)  -0.0495
C (-19.17, -2.49, -5.22)  -0.2678
C (-19.71, -2.21, -3.79)  -0.1495
O (-20.73, -3.12, -3.31)  -0.1885
C (-20.23, -4.22, -2.56)  -0.0851
N (-20.32, -2.59, -6.24)  0.2611
H (-20.02, -2.51, -7.20)  0.1678
H (-20.70, -3.52, -6.17)  0.1709
H (-21.06, -1.91, -6.12)  0.1762
H (-18.53, -0.57, -5.86)  0.1077
H (-17.53, -1.84, -6.57)  0.0682
H (-17.32, -1.51, -4.89)  0.0788
H (-18.67, -3.46, -5.24)  0.1557
H (-20.20, -1.24, -3.73)  0.1366
H (-18.96, -2.16, -3.00)  0.1140
H (-19.98, -3.88, -1.56)  0.0773
H (-19.43, -4.84, -2.98)  0.0948
H (-21.03, -4.97, -2.47)  0.0970
B (-20.13, 1.93, 2.39)  -1.3673
F (-19.58, 2.99, 3.14)  0.1109
F (-21.27, 2.45, 1.81)  0.1241
F (-19.36, 1.49, 1.35)  0.1475
F (-20.39, 0.90, 3.30)  0.1040
B (-12.92, -0.50, 1.31)  -1.3622
F (-13.85, -1.56, 1.49)  0.0743
F (-12.18, -0.32, 2.43)  0.1575
F (-11.93, -0.65, 0.35)  0.1070
F (-13.56, 0.71, 1.09)  0.1155
B (-17.17, -0.80, -1.17)  -1.4018
F (-17.69, -2.04, -1.11)  0.1470
F (-16.03, -0.86, -0.35)  0.1201
F (-16.91, -0.45, -2.48)  0.1287
F (-18.10, 0.10, -0.69)  0.1453

# 2
This record from the OMol25 dataset describes a cluster of 38 separate species, B2F8H72O36 in total at a distorted geometry. The level of theory is wB97M-V/def2-TZVPD.

## Properties
net charge	-2
highest occupied orbital energy	-4.24	eV
DFT total energy	-97992.068	eV

Last column: Löwdin charge in e.
Cartesian coordinates (Å):
B (-0.04, 0.08, -0.15)  -1.1544
F (-1.11, 0.54, -1.00)  0.1061
F (0.09, -1.36, -0.29)  0.0938
F (1.07, 0.85, -0.47)  0.1485
F (-0.37, 0.24, 1.18)  0.1351
B (6.44, 0.87, -3.70)  -1.3783
F (7.54, 1.53, -3.14)  0.1080
F (6.31, 1.39, -4.97)  0.1241
F (6.73, -0.46, -3.86)  0.1484
F (5.31, 1.21, -3.01)  0.1285
O (-0.59, -0.43, 4.35)  -0.0322
H (-1.21, 0.21, 4.72)  -0.0108
H (0.27, -0.02, 4.45)  0.0216
O (6.19, 1.66, -0.54)  -0.0737
H (6.20, 0.70, -0.65)  -0.0271
H (5.85, 1.99, -1.37)  -0.0024
O (3.78, 4.48, -0.82)  -0.0595
H (4.07, 4.28, 0.07)  0.0154
H (2.91, 4.08, -0.88)  -0.0290
O (-4.72, 3.89, -1.09)  -0.0443
H (-4.15, 4.59, -0.77)  0.0245
H (-5.18, 4.29, -1.84)  0.0378
O (5.81, -1.12, -0.89)  -0.0533
H (4.88, -1.31, -0.76)  -0.0181
H (5.91, -1.02, -1.84)  0.0129
O (-5.05, 1.49, -4.56)  -0.0668
H (-4.61, 0.86, -3.99)  -0.0284
H (-4.35, 1.94, -5.01)  0.0252
O (1.86, -3.51, 0.22)  -0.0166
H (2.43, -4.16, 0.63)  0.0782
H (1.39, -3.12, 0.95)  0.0301
O (-3.17, 3.08, 3.20)  -0.0147
H (-4.02, 2.78, 2.89)  0.0728
H (-3.33, 3.96, 3.53)  0.0726
O (-1.19, 0.99, -3.52)  -0.0320
H (-0.99, 0.86, -2.59)  -0.0129
H (-1.14, 1.93, -3.65)  0.0171
O (-2.72, -3.62, -2.36)  -0.0292
H (-3.11, -3.22, -1.58)  -0.0165
H (-3.46, -3.96, -2.85)  0.0608
O (-3.50, -2.23, -0.26)  -0.0152
H (-3.45, -1.28, -0.17)  0.0310
H (-4.25, -2.48, 0.28)  0.0761
O (3.36, 2.65, -4.11)  -0.0721
H (4.18, 2.44, -3.67)  -0.0010
H (2.76, 1.96, -3.84)  -0.0344
O (-1.25, 3.49, 1.05)  -0.0322
H (-1.81, 3.33, 1.82)  0.0064
H (-1.66, 2.99, 0.35)  0.0513
O (3.77, 3.27, 2.79)  -0.0497
H (3.04, 2.71, 2.54)  -0.0233
H (3.45, 3.74, 3.57)  0.0191
O (1.00, 2.04, 5.43)  -0.0596
H (1.20, 1.87, 4.51)  -0.0119
H (0.05, 2.00, 5.48)  -0.0297
O (-1.72, 1.70, 5.33)  -0.0274
H (-2.13, 2.00, 6.15)  0.0854
H (-2.22, 2.14, 4.64)  0.0293
O (-4.61, 0.39, -0.40)  -0.0281
H (-5.12, -0.05, 0.28)  0.0276
H (-4.50, 1.28, -0.08)  0.0544
O (-0.29, -4.71, -1.95)  -0.0398
H (-1.07, -4.23, -2.22)  -0.0004
H (0.12, -4.14, -1.30)  0.0147
O (-2.39, -0.80, 2.28)  -0.0390
H (-1.81, -0.68, 3.02)  0.0155
H (-1.82, -1.05, 1.56)  0.0337
O (-2.05, -6.72, 0.28)  -0.0594
H (-1.48, -5.96, 0.16)  -0.0010
H (-1.45, -7.45, 0.43)  0.0278
O (1.40, 1.95, 2.39)  -0.0241
H (0.83, 1.27, 2.03)  0.0200
H (1.02, 2.77, 2.10)  0.0259
O (1.07, 3.52, -1.01)  -0.0125
H (0.28, 3.92, -0.67)  0.0226
H (0.94, 2.58, -0.88)  0.0130
O (1.99, 0.53, -3.11)  -0.0122
H (1.98, 0.54, -2.15)  0.0365
H (1.07, 0.39, -3.36)  0.0438
O (-3.60, -0.29, -2.85)  -0.0507
H (-3.99, -0.17, -1.98)  -0.0044
H (-2.70, 0.02, -2.75)  0.0139
O (-4.96, -0.51, 2.39)  -0.0599
H (-5.42, -1.33, 2.20)  0.0347
H (-4.03, -0.76, 2.39)  -0.0496
O (-3.29, -3.20, 3.97)  -0.0210
H (-3.52, -2.57, 3.29)  0.0122
H (-4.09, -3.32, 4.47)  0.0578
O (-1.16, -4.70, 3.41)  -0.0724
H (-1.09, -4.40, 2.50)  -0.0229
H (-1.88, -4.19, 3.78)  -0.0375
O (-1.16, -3.36, 0.86)  -0.0331
H (-0.60, -2.82, 0.31)  -0.0027
H (-2.05, -3.14, 0.59)  0.0106
O (4.05, -1.44, -3.86)  -0.0511
H (4.71, -0.76, -3.93)  -0.0092
H (3.34, -1.04, -3.36)  -0.0086
O (1.34, -5.65, -3.82)  -0.0829
H (0.86, -5.15, -3.16)  -0.0436
H (1.89, -5.00, -4.26)  0.0224
O (2.89, -0.56, 4.86)  -0.0313
H (2.77, -0.69, 5.80)  0.0515
H (3.69, -1.05, 4.65)  0.0532
O (-3.64, -1.46, -5.51)  -0.0604
H (-3.83, -1.12, -4.64)  -0.0245
H (-3.03, -0.83, -5.89)  0.0284
O (1.81, -2.90, 3.60)  -0.0474
H (2.23, -2.05, 3.72)  -0.0153
H (0.91, -2.78, 3.90)  0.0154
O (-0.61, 4.00, -3.90)  -0.0357
H (0.27, 4.22, -3.60)  0.0432
H (-1.19, 4.58, -3.41)  0.0306
O (0.69, 5.22, 2.27)  -0.0317
H (-0.01, 4.79, 1.78)  -0.0237
H (0.30, 5.44, 3.11)  0.0299
O (3.23, -1.28, -0.21)  -0.0224
H (2.91, -2.16, -0.05)  -0.0039
H (2.47, -0.72, -0.04)  0.0196

# 3
This record from the OMol25 dataset describes a cluster of 2 separate species, C2H4ClNO in total at a distorted geometry. The level of theory is wB97M-V/def2-TZVPD.

## Properties
highest occupied orbital energy	-9.42	eV
DFT total energy	-18195.789	eV

Last column: Löwdin charge in e.
Cartesian coordinates (Å):
C (-2.11, 0.16, -0.05)  -0.8258
C (0.46, -0.48, 0.14)  -0.1099
N (-1.58, -0.94, 0.09)  0.0225
O (0.61, 0.87, 0.00)  -0.1117
Cl (-3.83, 0.26, -0.02)  0.5968
H (-1.68, 1.16, 0.02)  0.0387
H (0.62, -0.90, 1.20)  0.1098
H (0.88, -1.06, -0.80)  0.1364
H (-0.01, 1.37, 0.67)  0.1432

The evaluated LUMO for the records listed, in turn: -9.90, 1.56, 0.46 eV.
The evaluated Kohn-Sham gap for the records listed, in turn: 6.44, 5.80, 9.89 eV.